{"formula": "C38H107N7O12", "method": "wB97M-V/def2-TZVPD", "smiles": "COC[C@H](C)N.COC[C@H](C)N.COC[C@H](C)N.COC[C@H](C)N.COC[C@H](C)N.COC[C@H](C)N.COC[C@H](C)N.CCO.CCO.CCO.CCO.CCO", "e_homo_ev": -8.4980, "total_charge": 0, "de_lowest_kcal_mol": 29.2, "e_tot_ha": -2797.97827, "orbital_gap_ev": 8.628, "lumo_ev": 0.13, "max_force_ha_per_bohr": 0.0350, "elements": ["C", "O", "C", "C", "C", "N", "H", "H", "H", "H", "H", "H", "H", "H", "H", "H", "H", "C", "O", "C", "C", "C", "N", "H", "H", "H", "H", "H", "H", "H", "H", "H", "H", "H", "C", "O", "C", "C", "C", "N", "H", "H", "H", "H", "H", "H", "H", "H", "H", "H", "H", "C", "O", "C", "C", "C", "N", "H", "H", "H", "H", "H", "H", "H", "H", "H", "H", "H", "C", "O", "C", "C", "C", "N", "H", "H", "H", "H", "H", "H", "H", "H", "H", "H", "H", "C", "O", "C", "C", "C", "N", "H", "H", "H", "H", "H", "H", "H", "H", "H", "H", "H", "C", "O", "C", "C", "C", "N", "H", "H", "H", "H", "H", "H", "H", "H", "H", "H", "H", "C", "C", "O", "H", "H", "H", "H", "H", "H", "C", "C", "O", "H", "H", "H", "H", "H", "H", "C", "C", "O", "H", "H", "H", "H", "H", "H", "C", "C", "O", "H", "H", "H", "H", "H", "H", "C", "C", "O", "H", "H", "H", "H", "H", "H"], "xyz": [[-3.864, 16.171, -0.744], [-4.270, 14.864, -0.399], [-3.490, 13.841, -0.970], [-3.879, 12.476, -0.424], [-3.575, 12.317, 1.079], [-3.284, 11.438, -1.244], [-2.779, 16.247, -0.594], [-4.308, 16.854, -0.022], [-4.137, 16.398, -1.775], [-3.662, 13.901, -2.054], [-2.432, 14.037, -0.734], [-4.976, 12.498, -0.508], [-2.505, 12.136, 1.213], [-4.130, 11.455, 1.448], [-3.876, 13.189, 1.662], [-3.396, 10.486, -0.872], [-2.284, 11.619, -1.113], [-9.216, 7.695, -2.733], [-8.710, 8.934, -2.305], [-7.526, 9.357, -2.965], [-7.201, 10.766, -2.497], [-8.267, 11.827, -2.770], [-5.881, 11.147, -3.011], [-9.602, 7.728, -3.757], [-10.041, 7.453, -2.066], [-8.461, 6.903, -2.699], [-6.714, 8.655, -2.743], [-7.726, 9.343, -4.044], [-7.143, 10.742, -1.396], [-8.535, 11.927, -3.821], [-8.089, 12.730, -2.191], [-9.190, 11.412, -2.344], [-5.239, 10.376, -2.893], [-5.558, 11.877, -2.388], [-4.866, 8.355, 0.325], [-3.626, 9.020, 0.247], [-2.578, 8.266, 0.841], [-1.243, 8.946, 0.699], [-0.679, 8.943, -0.711], [-0.214, 8.305, 1.576], [-4.941, 7.489, -0.339], [-5.641, 9.083, 0.087], [-5.074, 7.987, 1.336], [-2.859, 8.098, 1.890], [-2.552, 7.259, 0.401], [-1.352, 9.985, 1.035], [-0.759, 7.943, -1.143], [0.333, 9.340, -0.774], [-1.271, 9.575, -1.380], [0.522, 9.005, 1.629], [-0.581, 8.303, 2.528], [-3.730, 15.529, -4.962], [-2.354, 15.730, -4.627], [-2.066, 17.042, -4.167], [-2.205, 18.149, -5.200], [-1.497, 17.861, -6.533], [-1.663, 19.398, -4.664], [-3.934, 14.465, -5.060], [-3.942, 16.025, -5.912], [-4.311, 15.968, -4.145], [-2.615, 17.277, -3.247], [-1.021, 16.913, -3.875], [-3.260, 18.279, -5.468], [-0.410, 17.805, -6.476], [-1.749, 18.673, -7.219], [-1.843, 16.930, -6.984], [-1.778, 20.181, -5.290], [-2.107, 19.618, -3.780], [-0.751, 5.110, -5.438], [-1.156, 6.222, -4.672], [-1.156, 7.417, -5.436], [-1.541, 8.628, -4.585], [-2.875, 8.350, -3.904], [-1.582, 9.835, -5.403], [0.331, 5.242, -5.568], [-1.284, 5.020, -6.390], [-0.901, 4.170, -4.908], [-0.150, 7.552, -5.851], [-1.858, 7.290, -6.268], [-0.796, 8.747, -3.797], [-3.264, 9.182, -3.314], [-2.753, 7.546, -3.171], [-3.684, 8.126, -4.606], [-2.544, 9.969, -5.703], [-1.439, 10.696, -4.868], [-2.275, 14.970, 2.548], [-1.402, 15.215, 3.626], [-0.046, 15.015, 3.256], [0.370, 13.574, 3.497], [0.571, 13.251, 4.987], [1.603, 13.218, 2.808], [-2.165, 13.939, 2.197], [-2.041, 15.652, 1.721], [-3.308, 15.167, 2.829], [0.113, 15.296, 2.208], [0.598, 15.691, 3.822], [-0.382, 12.872, 3.124], [1.145, 14.014, 5.522], [1.143, 12.338, 5.154], [-0.395, 13.152, 5.484], [2.478, 13.440, 3.262], [1.707, 13.532, 1.854], [0.174, 12.873, -0.074], [-0.286, 12.340, -1.280], [0.038, 13.141, -2.414], [-0.371, 12.356, -3.657], [0.245, 12.916, -4.927], [-1.831, 12.472, -3.809], [-0.124, 12.256, 0.771], [-0.257, 13.878, 0.083], [1.251, 13.080, -0.080], [-0.442, 14.123, -2.360], [1.119, 13.348, -2.404], [-0.097, 11.309, -3.509], [-0.023, 13.971, -5.080], [-0.014, 12.421, -5.860], [1.332, 13.063, -4.904], [-2.296, 12.154, -2.960], [-2.065, 13.426, -4.046], [-6.606, 17.929, -2.416], [-6.029, 19.275, -2.036], [-4.601, 19.208, -2.126], [-6.328, 17.168, -1.693], [-6.307, 17.620, -3.421], [-7.693, 17.960, -2.549], [-6.328, 19.490, -1.003], [-6.344, 20.110, -2.666], [-4.278, 19.463, -1.234], [-6.106, 10.755, 4.553], [-6.620, 11.517, 5.770], [-6.925, 10.539, 6.780], [-5.819, 11.469, 3.771], [-6.889, 10.103, 4.165], [-5.193, 10.199, 4.767], [-7.546, 12.053, 5.557], [-5.876, 12.252, 6.073], [-7.652, 10.015, 6.437], [-6.811, 14.382, 2.455], [-6.798, 15.097, 3.790], [-7.807, 14.537, 4.630], [-6.078, 14.758, 1.738], [-7.804, 14.385, 2.001], [-6.572, 13.339, 2.676], [-6.989, 16.173, 3.687], [-5.861, 14.974, 4.334], [-8.639, 14.571, 4.146], [-1.421, 19.755, -0.415], [-2.329, 20.368, 0.649], [-3.660, 20.029, 0.283], [-0.363, 19.944, -0.220], [-1.562, 20.193, -1.404], [-1.579, 18.677, -0.442], [-2.145, 21.442, 0.694], [-2.061, 19.918, 1.607], [-4.306, 20.405, 0.890], [-3.516, 12.702, 4.657], [-3.320, 13.305, 6.037], [-2.795, 12.320, 6.928], [-3.998, 13.424, 4.000], [-4.117, 11.792, 4.667], [-2.562, 12.449, 4.193], [-4.240, 13.767, 6.413], [-2.595, 14.127, 6.013], [-2.501, 12.785, 7.716]], "forces_ev_per_angstrom": [[0.4524, -0.6234, 0.3599], [-0.5688, -0.1714, 0.9662], [0.3919, 0.4416, -0.2912], [-1.1514, 0.3929, 0.7541], [-0.3067, 0.0249, -0.4846], [0.8690, 0.1451, 0.0384], [0.1165, 0.1617, -0.3149], [-0.2977, 0.0949, -0.2531], [0.0718, 0.2665, 0.0507], [0.3773, -0.3840, -0.0617], [0.0790, -0.0216, -0.2873], [-0.0090, -0.4242, -0.0961], [-0.0020, -0.0223, 0.1021], [0.1424, -0.1215, 0.0985], [-0.0934, -0.1426, -0.2203], [-0.3736, 0.6643, 0.0792], [0.0359, -0.3189, -0.3294], [0.0323, 0.0564, -0.0985], [0.0795, 0.0945, 0.2433], [-1.0416, 0.1130, -0.2002], [0.5160, 0.2315, 0.5731], [-0.9595, -1.4935, 0.3017], [-0.6047, 0.2047, -0.1357], [0.0227, 0.1587, -0.0829], [0.0161, -0.1178, 0.0219], [0.0696, -0.0335, 0.1478], [0.1745, 0.0876, -0.0019], [0.2842, 0.0685, -0.1279], [-0.1488, -0.3949, 0.0491], [0.5835, 0.5626, -0.1049], [0.2691, 0.3063, -0.5426], [0.0420, 0.0791, 0.1352], [0.2530, 0.0151, 0.0512], [0.4215, 0.0652, -0.3243], [-0.3601, 0.0603, 0.2510], [0.2897, -0.3263, 0.0362], [-0.5049, -0.7717, 0.1316], [1.0563, 0.4976, 0.3536], [-0.9590, 0.1164, -0.6820], [-0.7356, 0.4180, 0.1401], [0.1718, 0.0817, -0.2093], [-0.0019, -0.0465, -0.1893], [0.1588, 0.0939, 0.1123], [0.2949, 0.1927, 0.1589], [0.1366, 0.0478, -0.1869], [-0.3321, 0.1076, -0.1567], [0.4188, -0.0902, 0.1262], [0.1155, -0.2211, 0.2109], [-0.0732, 0.0587, 0.1338], [0.2706, -0.3170, -0.0877], [-0.0018, -0.2085, -0.0631], [0.6214, 0.5629, 0.2439], [-0.5835, -0.2644, -0.2225], [0.9439, -0.5667, 0.1656], [0.1822, 0.3438, -0.9527], [-0.2360, -0.1541, 0.0239], [0.2520, -0.4429, 0.7242], [0.1213, -0.0269, 0.0920], [-0.2956, -0.0060, 0.0539], [-0.4416, -0.1098, -0.2199], [-0.3105, 0.0578, -0.1408], [0.1497, 0.5665, -0.0129], [-0.1979, -0.1901, 0.2138], [0.0098, 0.0625, 0.3504], [0.0588, -0.0256, -0.0914], [-0.0896, 0.0129, 0.0599], [-0.1563, -0.0606, -0.1074], [-0.1235, 0.1522, -0.0787], [0.7269, 0.2932, 0.2558], [-0.7823, -0.0978, 0.3778], [0.4162, -0.1607, -0.0912], [-0.6140, -0.0844, 0.2790], [-0.3333, -0.1111, 0.8693], [-0.1024, 0.2597, -0.2944], [-0.0359, -0.3950, -0.6147], [0.0993, 0.2480, -0.1034], [-0.1754, 0.2393, 0.3626], [-0.0225, 0.2237, -0.1417], [-0.0725, 0.2363, -0.1056], [0.2204, 0.0242, -0.0360], [0.3950, 0.4385, -0.0662], [-0.2118, -0.2498, -0.3350], [0.2282, -0.3131, -0.1593], [0.0861, -0.1417, -0.2973], [-0.0283, -0.5676, -0.0061], [0.4514, 0.0891, -0.4229], [0.0904, 0.4769, 0.3004], [-0.2994, -0.1070, -0.0312], [1.1265, -0.5509, 0.4472], [-0.1853, 0.2124, 0.1898], [0.7339, -0.2595, -0.4782], [-0.0939, 0.3186, 0.0494], [0.0039, -0.0396, -0.1231], [0.0590, -0.0984, 0.2854], [-0.1418, -0.1542, -0.1560], [-0.1507, -0.0098, 0.3025], [-0.3006, 0.2567, -0.0760], [-0.1175, 0.2862, -0.2444], [-0.2429, -0.2238, -0.3547], [0.0342, 0.0035, 0.0662], [-0.2718, 0.1355, 0.4493], [-0.3885, 0.1273, 0.0148], [-0.1234, 1.2858, -0.0137], [-0.0661, -0.1835, -0.0871], [1.1038, -0.3681, 0.0977], [-0.8080, 1.2120, -0.1715], [0.9814, 1.3751, -0.2847], [0.3750, -0.9508, -0.1152], [0.1587, -0.2627, -0.1570], [-0.2101, -0.0790, 0.1015], [0.1130, -0.5662, -0.0904], [-0.3336, -0.0389, -0.0869], [0.0885, -0.1795, 0.0239], [0.0414, -0.0031, 0.0553], [-0.6723, -0.1292, 0.2216], [-0.1512, -0.4177, 0.2613], [0.0674, -0.7902, 0.2451], [-0.2721, 0.2327, -0.3747], [-0.0856, 0.1511, 0.1661], [-0.7093, 0.1211, -0.9236], [0.5374, -0.2349, -0.0218], [-0.0812, 0.1082, 0.7321], [-0.0683, -0.0619, -0.0212], [0.5653, 0.0249, 0.1444], [-0.0605, 0.1013, 0.5785], [-0.0069, 0.1728, -0.0426], [-0.3635, -0.2067, -0.0717], [0.2093, -0.1136, -0.7504], [-0.1682, 0.8491, -0.4863], [-0.4929, -1.1428, -0.5135], [0.5140, 0.6325, 0.4508], [-0.3322, -0.1845, -0.1225], [0.1085, -0.1528, -0.0519], [-0.2407, -0.2869, 0.2631], [0.1843, 0.2304, -0.2982], [-0.0630, -0.3082, 0.6694], [-0.0279, -0.0184, 0.0168], [0.4991, -0.4247, 0.2178], [-0.6987, 0.2872, -0.0487], [0.0957, -0.0029, 0.2233], [-0.0481, 0.0723, 0.0033], [0.0050, 0.2240, -0.0187], [0.0177, -0.0600, -0.2570], [0.1694, -0.0327, -0.0985], [0.0373, -0.0623, -0.1266], [-0.0144, 0.0094, 0.0393], [0.2181, 0.2251, 0.0436], [0.9736, -0.4401, -0.5554], [-0.2911, 0.1815, 0.2911], [-0.0712, -0.0755, 0.3960], [-0.4444, -0.1225, 0.0054], [0.0104, -0.0106, -0.1948], [-0.3589, 0.1063, 0.0575], [-0.1879, 0.0948, 0.1632], [0.1685, 0.0662, 0.0949], [0.2320, -0.0167, 0.1204], [0.5379, 0.3274, -0.0195], [-0.3044, -0.0467, -0.1245], [-0.1343, 0.0104, 0.0433], [0.3111, 0.3836, 0.2574], [0.1238, 0.0320, 0.1198], [-0.1967, -0.3506, 0.0739], [-0.0455, 0.0646, -0.4391], [-0.0078, -0.1322, 0.0816]], "mulliken_charge": [-0.418, -0.015, 0.600, -0.306, 0.076, 2.114, 0.190, 0.265, -0.343, 0.302, -0.251, 0.185, -0.807, 0.163, 0.131, -0.548, -1.061, -0.757, -0.325, -0.779, 1.293, -1.564, -0.531, 0.303, 0.255, 0.292, 0.303, 0.435, -0.145, 0.350, 0.372, 0.370, 0.066, 0.038, -0.872, -0.153, -1.408, 1.992, -1.089, -0.821, 0.235, 0.111, 0.386, 0.445, 0.367, -0.757, 0.347, 0.458, -0.363, 0.365, 0.334, -0.973, -0.061, -0.203, 0.974, -1.586, -0.740, 0.293, 0.390, 0.220, -0.406, 0.382, 0.125, 0.331, 0.452, 0.308, 0.263, 0.245, -0.781, -0.259, -1.117, 0.897, -1.129, -0.680, 0.312, 0.296, 0.237, 0.406, 0.388, -0.047, -0.086, 0.388, 0.520, 0.340, 0.383, 0.015, -0.424, -0.744, 1.728, -1.460, -0.661, -0.372, 0.340, 0.293, 0.228, 0.405, -0.625, 0.387, 0.459, 0.154, 0.249, 0.106, -1.289, -0.209, -0.706, 0.586, -1.547, -0.255, 0.308, 0.477, 0.580, 0.217, 0.494, 0.133, 0.143, 0.331, 0.412, 0.029, 0.276, -0.697, -0.274, -0.411, -0.027, 0.180, 0.431, 0.292, 0.275, 0.315, -0.770, 0.165, -0.566, -0.073, 0.524, 0.351, 0.240, -0.103, 0.328, -0.202, -0.262, -0.531, -0.174, 0.558, -0.060, 0.332, 0.035, 0.313, -0.677, -0.305, -0.443, 0.451, 0.158, -0.022, 0.335, 0.295, 0.217, 0.604, -1.094, -0.602, -0.448, 0.064, 0.067, 0.491, 0.410, 0.340]}